A:
A single C5H11ClSi molecule, computed with ωB97M-V with the def2-TZVPD basis set.

ORCA input file:
```
! wB97M-V def2-TZVPD RIJCOSX def2/J DEFGRID3
* xyz 0 1
C 1.00515 -2.47406 -1.53613
C 0.38277 -1.34540 -1.12654
C -0.28663 -1.28289 0.17760
Si -0.38000 0.48505 0.80230
C -1.28323 1.47373 -0.57572
C 0.98889 1.65528 1.52009
Cl -1.79496 0.38505 2.34713
H 1.71778 -2.42896 -2.35431
H 1.13517 -3.36734 -0.85581
H 0.01624 -0.53748 -1.85313
H 0.35615 -1.70941 0.92650
H -1.22378 -1.84093 0.33869
H -2.30103 1.26715 -0.90102
H -1.28065 2.46362 -0.17114
H -0.60407 1.49460 -1.47989
H 0.87208 2.50851 0.87079
H 1.98255 1.30390 1.37272
H 0.69758 1.94958 2.49788
*
```

Calculated values
Highest occupied orbital energy ... -0.3572 Ha
Frontier orbital gap ... 0.386 Ha


B:
A single C5H11ClSi molecule, computed with ωB97M-V with the def2-TZVPD basis set.

ORCA input file:
```
! wB97M-V def2-TZVPD RIJCOSX def2/J DEFGRID3
* xyz 0 1
C 1.12420 -2.04746 2.69684
C 0.42426 -1.17622 1.85155
C 0.77552 0.05817 0.84313
Si -0.28557 0.16241 -0.77076
C 0.56873 0.73649 -2.34053
C -1.84144 1.28760 -0.74801
Cl -1.05504 -1.65105 -1.23924
H 0.59776 -2.76315 3.34535
H 2.17618 -2.03866 2.63790
H -0.67865 -1.15036 1.94649
H 1.83253 -0.02477 0.50495
H 0.55391 0.84156 1.50228
H 1.23067 1.62786 -2.23626
H 1.09497 -0.08246 -2.77638
H -0.23617 1.30036 -2.93490
H -2.32539 1.46069 -1.68075
H -2.45865 1.16262 0.08989
H -1.49783 2.29639 -0.69155
*
```

Calculated values
Highest occupied orbital energy ... -0.3484 Ha
Frontier orbital gap ... 0.378 Ha


Which structure is most stable, and how do the rest compare? From most to least stable: A, B.


A:
2 unconnected molecules or ions with the total composition C3H3Cl2NO, computed with ωB97M-V with the def2-TZVPD basis set.

ORCA input file:
```
! wB97M-V def2-TZVPD RIJCOSX def2/J DEFGRID3
* xyz 0 1
O -2.40752 -1.77611 0.83942
C -3.17686 -0.94686 0.58528
C -3.93461 -0.01856 0.15420
Cl -3.87408 1.67596 0.63458
Cl -5.19021 -0.48484 -0.92362
C 0.34208 -0.41290 -0.62837
N -0.34333 0.20165 0.23161
H -0.12896 -0.91591 -1.46887
H 1.41958 -0.70302 -0.41162
H 0.32030 0.48123 1.00196
*
```

Calculated values
Highest occupied orbital energy ... -0.3288 Ha
Frontier orbital gap ... 0.325 Ha


B:
2 unconnected molecules or ions with the total composition C3H3Cl2NO, computed with ωB97M-V with the def2-TZVPD basis set.

ORCA input file:
```
! wB97M-V def2-TZVPD RIJCOSX def2/J DEFGRID3
* xyz 0 1
O 0.74437 -0.15750 0.51151
C -0.15426 0.49378 0.15120
Cl -1.28943 -0.35670 -0.84427
C -0.62187 1.85469 0.44942
Cl -1.34324 1.57533 2.04975
H 0.20929 2.55342 0.62281
H -1.47165 2.33303 -0.10253
C 1.24833 -2.88515 -0.90864
N 2.14675 -3.06263 -1.63021
H 0.53171 -2.34827 -0.29904
*
```

Calculated values
Highest occupied orbital energy ... -0.4209 Ha
Frontier orbital gap ... 0.415 Ha


Which structure is most stable, and how do the rest compare? From most to least stable: B, A.


A:
A molecular structure, C19H39B4ClN2O7, computed with ωB97M-V with the def2-TZVPD basis set.

ORCA input file:
```
! wB97M-V def2-TZVPD RIJCOSX def2/J DEFGRID3
* xyz 0 1
C 0.73876 4.13188 -0.16944
B -0.58295 3.28644 -0.22104
O -1.28226 3.22148 -1.41245
B -1.14241 2.39281 1.13523
O -0.20993 1.94461 2.06416
B -0.48844 0.60535 2.31657
C 0.48037 -0.55283 1.88198
O 1.82346 -0.10411 1.81417
C 2.50630 -0.40747 0.66709
C 3.31339 0.58974 0.12399
C 4.00632 0.33836 -1.05072
C 3.93533 -0.87724 -1.71085
C 3.15099 -1.87737 -1.14293
C 2.44744 -1.64230 0.03318
O -1.72957 0.34017 2.87161
B -2.68838 0.80528 1.97158
C -3.95607 -0.07632 1.66904
C -4.40262 0.02942 0.21458
C -5.26937 1.24679 -0.05126
Cl -5.41023 -1.44474 -0.15655
O -2.48026 2.01793 1.31819
H 1.21078 4.12926 -1.15090
H 1.43015 3.69379 0.54874
H 0.50868 5.15125 0.13701
H -2.21638 3.41252 -1.28196
H 0.11139 -0.89175 0.90695
H 0.34679 -1.40267 2.55458
H 3.39371 1.54726 0.61131
H 4.59926 1.13559 -1.47632
H 4.44279 -1.07795 -2.63928
H 3.05345 -2.84839 -1.60352
H 1.83465 -2.42104 0.46378
H -4.76029 0.29700 2.30883
H -3.75507 -1.11196 1.92478
H -3.56376 -0.03960 -0.46699
H -5.29979 1.43421 -1.12301
H -6.28783 1.04614 0.26285
H -4.87187 2.13376 0.42947
C -3.30402 -2.56226 5.59211
C -4.26093 -3.06205 4.51449
C -4.92606 -4.40434 4.84976
O -4.09343 -5.53451 4.68163
C -3.23065 -5.81930 5.76636
N -3.54965 -3.10144 3.23435
H -2.36025 -3.10730 5.58547
H -3.06852 -1.51104 5.42525
H -3.74601 -2.65406 6.58636
H -5.06559 -2.32534 4.42508
H -5.75718 -4.55183 4.15515
H -5.35295 -4.39160 5.86137
H -3.69784 -5.57776 6.72547
H -2.28263 -5.28353 5.67539
H -3.01577 -6.88728 5.74303
H -4.20793 -3.33629 2.49445
H -2.91442 -3.89506 3.25829
C 4.98592 3.44944 -6.92104
C 3.87354 2.88143 -6.04558
C 4.33554 2.48703 -4.63531
O 5.05288 1.26907 -4.56334
C 6.43030 1.36475 -4.87625
N 3.23688 1.76626 -6.75167
H 5.65560 2.67184 -7.28756
H 4.55961 3.94352 -7.79361
H 5.58068 4.18548 -6.37613
H 3.12312 3.66758 -5.92077
H 3.44425 2.33177 -4.02088
H 4.91059 3.29586 -4.16475
H 6.85459 2.31556 -4.54144
H 6.60637 1.23932 -5.94715
H 6.94134 0.55271 -4.35886
H 2.42963 1.45130 -6.22091
H 3.87647 0.97682 -6.72117
*
```

Calculated values
Highest occupied orbital energy ... -0.3185 Ha
Frontier orbital gap ... 0.328 Ha


B:
3 unconnected molecules or ions with the total composition C19H39B4ClN2O7, computed with ωB97M-V with the def2-TZVPD basis set.

ORCA input file:
```
! wB97M-V def2-TZVPD RIJCOSX def2/J DEFGRID3
* xyz 0 1
C -3.44780 -1.59877 -2.02228
B -1.84556 -1.43758 -2.42705
O -1.44971 -0.35538 -3.36704
B -0.69561 -2.43685 -1.77114
O -1.03212 -3.02298 -0.42548
B 0.19512 -2.69420 0.37720
C 0.20794 -1.54206 1.58881
O -1.12941 -1.37509 2.17930
C -1.53327 0.03700 2.26489
C -3.09475 0.38747 1.82951
C -3.56075 1.96973 1.87838
C -2.60046 3.23314 2.32693
C -1.06507 2.86423 2.80183
C -0.59552 1.29409 2.75453
O 1.42494 -3.45774 -0.03455
B 1.68495 -2.91325 -1.41420
C 3.25112 -2.47471 -1.73642
C 3.31706 -1.11226 -2.70284
C 3.16747 -1.51328 -4.28631
Cl 5.04115 -0.38135 -2.47503
O 0.62661 -2.72313 -2.42897
H -3.92455 -0.51553 -2.03831
H -3.49158 -2.00892 -0.92637
H -3.98650 -2.33846 -2.75840
H -0.98975 -0.76964 -4.15920
H 0.62248 -0.55664 1.05867
H 1.04692 -1.85835 2.35389
H -3.85859 -0.46476 1.49048
H -4.66295 2.22198 1.53330
H -2.91943 4.36228 2.33437
H -0.28169 3.66388 3.14486
H 0.51954 1.01880 3.07928
H 3.73200 -3.40219 -2.31090
H 3.84650 -2.27796 -0.74311
H 2.57231 -0.26754 -2.33940
H 2.90115 -0.50148 -4.86071
H 4.19956 -1.87740 -4.70047
H 2.30188 -2.28611 -4.50937
C 6.96387 -4.00662 4.16375
O 7.30013 -3.22279 3.02896
C 7.26256 -3.93372 1.78817
C 5.85194 -4.05182 1.16563
C 4.97613 -5.10511 1.83791
N 5.14658 -2.76158 1.18225
H 7.30738 -5.04128 4.06895
H 5.88593 -3.97490 4.33328
H 7.44718 -3.56156 5.03886
H 7.88659 -3.35279 1.09850
H 7.74230 -4.91452 1.88729
H 5.97972 -4.35863 0.12043
H 4.59478 -4.78087 2.80981
H 4.10334 -5.32960 1.21323
H 5.52792 -6.04015 1.98203
H 5.69509 -2.08318 0.65375
H 5.18656 -2.40661 2.14317
C -6.25577 5.72611 1.01130
O -5.16804 5.10887 0.33970
C -5.51337 4.49963 -0.90768
C -5.56539 5.48101 -2.10165
C -6.82674 6.33929 -2.12961
N -4.38735 6.36083 -2.12687
H -7.19535 5.18539 0.86187
H -6.35499 6.76353 0.68631
H -6.03096 5.73751 2.08219
H -4.71962 3.76974 -1.10706
H -6.44379 3.92699 -0.81635
H -5.56395 4.88066 -3.01951
H -6.81101 7.13917 -1.38456
H -6.93862 6.81975 -3.10891
H -7.72002 5.72944 -1.95738
H -3.55004 5.78278 -2.19889
H -4.30661 6.78602 -1.19753
*
```

Calculated values
Highest occupied orbital energy ... -0.3057 Ha
Frontier orbital gap ... 0.288 Ha


Which structure is most stable, and how do the rest compare? From most to least stable: A, B.


A:
A molecular structure, C9H10N2O, computed with ωB97M-V with the def2-TZVPD basis set.

ORCA input file:
```
! wB97M-V def2-TZVPD RIJCOSX def2/J DEFGRID3
* xyz 0 1
C 3.50508 -0.53099 0.92455
C 2.78520 -0.19052 -0.53449
C -0.80416 -0.81929 -0.13690
C -1.89819 -1.53829 -0.04100
C -3.15110 -0.76912 0.06553
C -3.14848 0.55143 0.16954
C -2.02057 1.25177 0.14388
C -0.75615 0.58773 -0.00925
C 0.57960 1.05158 -0.11030
H 3.20792 -0.07468 1.55565
H 3.09269 -1.43062 1.20850
H 4.57022 -0.52731 0.72179
H 2.90736 0.86095 -0.89359
H 3.44346 -0.72979 -1.52770
H 1.17322 -1.99680 0.55297
H -1.91184 -2.83358 0.01790
H -3.98197 -1.19257 0.37501
H -4.10928 1.02650 0.40944
H -1.94082 2.58789 0.44156
N 1.41786 -0.16802 -0.38386
N 0.60362 -1.23438 -0.36134
O 1.10641 2.07013 -0.05929
*
```

Calculated values
Highest occupied orbital energy ... -0.2839 Ha
Frontier orbital gap ... 0.287 Ha


B:
2 unconnected molecules or ions with the total composition C9H10N2O, computed with ωB97M-V with the def2-TZVPD basis set.

ORCA input file:
```
! wB97M-V def2-TZVPD RIJCOSX def2/J DEFGRID3
* xyz 0 1
C -0.29451 -0.16709 1.82461
C 0.04740 -0.80751 0.50883
C -0.88054 -1.09959 -0.40867
O -0.73597 -1.64133 -1.63699
C 0.57257 -1.98132 -2.06274
C 1.04917 -3.30515 -1.48289
H -1.37427 0.00284 1.91685
H 0.00819 -0.79074 2.67800
H 0.22536 0.80224 1.95600
H 1.09901 -1.02704 0.33596
H -1.93380 -0.90457 -0.21974
H 1.25463 -1.15960 -1.81252
H 0.51342 -2.05394 -3.15923
H 2.03930 -3.53441 -1.85777
H 0.35867 -4.11673 -1.75946
H 1.09302 -3.26498 -0.38486
N 0.75217 6.98892 1.55472
C 0.29153 5.95450 1.32117
C -0.27010 4.70015 1.04402
C -0.74201 3.64390 0.80971
C -1.30026 2.39676 0.53523
N -1.77297 1.36470 0.29976
*
```

Calculated values
Highest occupied orbital energy ... -0.3067 Ha
Frontier orbital gap ... 0.276 Ha


C:
A molecular structure, C9H10N2O, computed with ωB97M-V with the def2-TZVPD basis set.

ORCA input file:
```
! wB97M-V def2-TZVPD RIJCOSX def2/J DEFGRID3
* xyz 0 1
C 1.96662 -2.64145 0.72753
C 0.53197 -2.45989 0.76386
C 2.91690 -1.70107 0.50007
C 1.82794 0.94653 -0.74921
C 1.48483 2.10256 -1.19643
C -0.75837 0.77855 2.04079
C -0.99485 0.74613 0.71177
C -0.65483 -0.43259 -0.05242
C -0.85981 -0.44293 -1.49908
N 2.18957 -0.11497 -0.21091
N -0.21301 -1.38337 0.62529
O 4.07167 -1.51568 0.62032
H 2.21615 -3.50976 1.23213
H -0.02885 -3.38819 1.01872
H 0.37190 2.35275 -1.06313
H 2.24798 2.66571 -1.61371
H -1.03089 1.59365 2.66571
H -0.47728 -0.02695 2.70528
H -1.27544 1.68720 0.18461
H 0.05915 -0.50597 -2.01077
H -1.42193 0.49027 -1.81921
H -1.45548 -1.19511 -2.03650
*
```

Calculated values
Highest occupied orbital energy ... -0.2615 Ha
Frontier orbital gap ... 0.241 Ha


D:
A single C9H10N2O molecule, computed with ωB97M-V with the def2-TZVPD basis set.

ORCA input file:
```
! wB97M-V def2-TZVPD RIJCOSX def2/J DEFGRID3
* xyz 0 1
C 1.98124 0.38660 2.84808
C 2.32586 -0.26142 1.67222
C 0.70292 0.90495 2.99564
C 1.40827 -0.42123 0.65531
C -0.21652 0.77332 1.97840
C 0.10762 0.09297 0.79005
C -1.37717 1.26013 -2.30715
C -1.72718 -0.19360 -2.33196
C -0.83894 -0.85466 -1.26681
N -0.90640 -0.02520 -0.11032
N -0.88917 1.70995 -1.23958
O -0.45675 2.70764 -0.72109
H 2.70634 0.48215 3.64264
H 3.32900 -0.64509 1.55118
H 0.42602 1.41053 3.91034
H 1.70400 -0.95528 -0.23499
H -1.21424 1.16909 2.07254
H -1.55736 1.89343 -3.16631
H -2.77964 -0.31440 -2.06282
H -1.57535 -0.63225 -3.31740
H -1.25194 -1.83564 -1.00416
H 0.17260 -1.00593 -1.67089
*
```

Calculated values
Highest occupied orbital energy (spin up / spin down) ... -0.2980 / -0.2905 Ha
Frontier orbital gap (spin up / spin down) ... 0.279 / 0.284 Ha


Which structure is most stable, and how do the rest compare? From most to least stable: D, B, C, A.